{
  "formula": "C7H13NO",
  "method": "the ωB97M-V functional and the def2-TZVPD basis",
  "elements": ["H", "C", "H", "H", "H", "H", "H", "H", "H", "H", "C", "C", "C", "O", "C", "C", "N", "H", "H", "H", "H", "C"],
  "xyz": [[-0.996, -2.034, -0.618], [0.466, 1.610, 0.880], [3.604, -1.341, 0.091], [-3.627, 1.235, -0.245], [-0.486, 1.911, 1.331], [-1.663, 1.470, -1.690], [1.214, 1.713, 1.676], [0.457, -0.429, 2.191], [2.208, 0.347, -0.902], [-1.178, -1.368, -2.252], [-2.747, 0.621, -0.092], [-1.672, 0.752, -0.873], [1.820, -0.217, -0.056], [-0.041, -0.687, 1.401], [2.610, -1.156, 0.487], [0.412, 0.163, 0.359], [-0.484, 0.029, -0.812], [0.715, 2.323, 0.086], [2.283, -1.770, 1.320], [0.428, -1.719, -1.643], [-2.764, -0.108, 0.711], [-0.557, -1.345, -1.348]],
  "homo_lumo_gap_ev": 9.61,
  "homo_energy_ev": -8.683,
  "max_force_ha_per_bohr": 0.04772,
  "relative_energy_kcal_mol": 51.1,
  "smiles": "C=CN(C)[C@@](C)(O)C=C"
}


{
  "formula": "C7H13NO",
  "method": "the ωB97M-V functional and the def2-TZVPD basis",
  "elements": ["N", "H", "C", "H", "H", "H", "H", "C", "H", "O", "H", "C", "C", "C", "H", "H", "H", "H", "C", "H", "C", "H"],
  "xyz": [[1.440, -0.923, -1.518], [2.388, -1.135, -1.874], [-0.990, 0.170, 0.075], [-0.598, 2.139, -0.758], [-1.046, -1.562, -1.255], [-2.081, 1.390, -1.346], [-1.318, 1.648, 1.643], [-1.519, -1.188, -0.344], [-2.785, 0.830, 1.106], [4.102, -0.674, -0.596], [-0.542, 0.824, -1.957], [1.508, -0.381, -0.403], [-1.041, 1.182, -1.054], [3.378, -0.261, 0.285], [-1.403, -1.930, 0.453], [-2.594, -1.136, -0.570], [1.064, 1.013, 1.105], [0.764, -0.768, 1.524], [0.841, 0.006, 0.765], [-1.644, -0.022, 2.144], [-1.714, 0.683, 1.311], [3.790, 0.094, 1.264]],
  "homo_lumo_gap_ev": 8.48,
  "homo_energy_ev": -7.765,
  "max_force_ha_per_bohr": 0.12977,
  "relative_energy_kcal_mol": 89.4
}


{
  "formula": "C7H13NO2",
  "method": "the ωB97M-V functional and the def2-TZVPD basis",
  "elements": ["C", "H", "H", "C", "H", "H", "H", "O", "N", "H", "H", "O", "H", "H", "H", "C", "H", "H", "C", "C", "H", "C", "C"],
  "xyz": [[0.809, -0.584, -2.647], [0.459, 1.322, 2.722], [-1.987, -1.304, 0.799], [-1.107, -1.947, 0.850], [-1.073, -2.394, 1.849], [-0.186, -0.278, 3.127], [0.381, 2.825, 0.659], [2.088, 0.913, -0.418], [0.414, -0.002, 1.141], [1.781, -0.854, -2.238], [0.939, -1.635, 0.052], [-1.304, 0.096, -1.747], [-1.182, 0.885, 2.224], [0.343, -1.416, -3.178], [-1.013, 1.892, 0.046], [0.122, -1.157, 0.586], [-1.199, -2.762, 0.134], [0.113, 2.668, -1.093], [-0.165, 0.504, 2.366], [0.026, 2.162, -0.134], [0.967, 0.221, -3.370], [0.894, 0.913, -0.158], [-0.122, -0.069, -1.572]],
  "homo_lumo_gap_ev": [6.73, 6.73],
  "homo_energy_ev": [-7.064, -7.066],
  "max_force_ha_per_bohr": 0.03358,
  "relative_energy_kcal_mol": 105.8
}


{
  "formula": "C7H13NO2",
  "method": "the ωB97M-V functional and the def2-TZVPD basis",
  "elements": ["H", "C", "H", "C", "H", "H", "H", "N", "C", "C", "C", "C", "H", "H", "H", "C", "H", "O", "H", "O", "H", "H", "H"],
  "xyz": [[-1.208, 0.093, 1.709], [0.192, -0.136, 0.343], [-2.390, -0.760, -0.073], [0.377, 2.091, -0.030], [0.683, -2.154, -0.366], [1.949, -0.948, -0.788], [2.234, 0.016, 1.332], [-0.287, 0.923, -0.546], [0.080, 0.552, -1.950], [1.336, 0.555, 1.155], [0.825, -1.067, -0.728], [-1.939, -1.572, 0.385], [-0.783, 0.916, -2.671], [-0.183, 2.543, 0.891], [1.080, 1.021, -2.196], [-0.878, -0.829, 1.168], [0.557, 2.920, -0.771], [1.654, 1.605, 0.288], [1.035, 0.965, 2.166], [0.119, -0.803, -1.940], [-0.383, -1.485, 1.940], [-1.363, -2.270, -0.265], [-2.709, -2.172, 0.944]],
  "homo_lumo_gap_ev": 10.04,
  "homo_energy_ev": -9.105,
  "max_force_ha_per_bohr": 0.06283,
  "relative_energy_kcal_mol": 69.3,
  "smiles": "CCC12COCN1COC2"
}


{
  "formula": "C7H13NO2",
  "method": "the ωB97M-V functional and the def2-TZVPD basis",
  "elements": ["C", "H", "C", "H", "C", "H", "H", "H", "H", "O", "H", "H", "C", "O", "H", "H", "H", "N", "C", "H", "C", "H", "C"],
  "xyz": [[-2.471, -1.775, 1.338], [-1.997, -1.908, 2.308], [2.129, 0.120, 0.019], [0.305, -1.360, -1.681], [0.387, 0.328, -0.322], [-0.863, -0.099, -2.024], [-3.548, -1.673, 1.462], [0.220, 2.237, 0.687], [-0.012, 0.001, 1.759], [-2.597, 0.220, 0.058], [0.170, -1.498, 0.802], [3.980, 0.990, -0.189], [-0.171, -0.465, 0.788], [2.593, -0.975, 0.267], [0.895, 0.121, -2.391], [2.663, 2.062, -0.470], [0.456, 2.356, -1.068], [2.983, 1.134, -0.262], [0.158, -0.281, -1.695], [-2.268, -2.659, 0.733], [-1.894, -0.567, 0.631], [-1.091, 1.899, -0.477], [-0.028, 1.790, -0.274]],
  "homo_lumo_gap_ev": 9.60,
  "homo_energy_ev": -8.851,
  "max_force_ha_per_bohr": 0.08160,
  "relative_energy_kcal_mol": 28.0,
  "smiles": "CC(=O)CC(C)(C)C(N)=O"
}


{
  "formula": "C7H13NO2",
  "method": "the ωB97M-V functional and the def2-TZVPD basis",
  "elements": ["H", "H", "N", "H", "H", "H", "H", "H", "O", "C", "C", "O", "C", "H", "H", "C", "C", "H", "C", "H", "H", "C", "H"],
  "xyz": [[-1.844, 0.830, -0.301], [-0.205, 1.110, 3.192], [0.792, 0.377, 0.390], [1.535, 1.099, -2.084], [-2.270, -2.644, -0.834], [-2.031, 1.910, 1.083], [0.522, -0.102, -2.925], [-0.105, 2.638, 2.290], [-0.559, -1.275, -0.855], [-1.623, 0.956, 0.757], [-0.938, -1.834, 0.272], [-1.987, -2.596, 0.093], [1.874, -1.336, -0.853], [-0.236, 1.189, -1.968], [1.788, -2.046, -0.036], [0.688, -0.379, -0.791], [-0.151, 0.888, 1.068], [1.335, 1.595, 2.438], [0.250, 1.598, 2.328], [-2.125, 0.156, 1.302], [2.794, -0.773, -0.744], [0.616, 0.514, -2.027], [1.882, -1.873, -1.795]],
  "homo_lumo_gap_ev": 9.46,
  "homo_energy_ev": -8.620,
  "max_force_ha_per_bohr": 0.02047,
  "relative_energy_kcal_mol": 66.6
}


{
  "formula": "C7H13NO2",
  "method": "the ωB97M-V functional and the def2-TZVPD basis",
  "elements": ["H", "H", "C", "C", "C", "C", "H", "H", "H", "H", "C", "N", "C", "H", "H", "O", "H", "O", "H", "C", "H", "H", "H"],
  "xyz": [[-0.183, -0.377, -4.030], [1.566, 1.302, 0.188], [-0.324, 0.667, -0.003], [-1.044, 1.875, -0.480], [1.554, -0.811, 0.241], [-1.031, 0.354, 2.382], [1.095, 0.162, -2.681], [2.610, -0.706, 0.063], [-0.042, 0.853, 2.417], [-0.923, -0.491, 3.206], [-0.968, -0.060, -2.027], [1.081, 0.495, -0.262], [-1.073, -0.217, 0.966], [1.483, -1.064, 1.283], [0.631, 2.311, -1.297], [-0.315, 2.610, -1.307], [-2.107, -0.245, 0.458], [-2.194, 2.178, -0.264], [1.052, -1.431, -0.386], [-0.041, -0.088, -2.924], [-1.842, 1.084, 2.413], [-2.011, -0.333, -1.925], [-0.757, -1.391, 0.878]],
  "homo_lumo_gap_ev": [9.02, 9.02],
  "homo_energy_ev": [-8.474, -8.475],
  "max_force_ha_per_bohr": 0.08489,
  "relative_energy_kcal_mol": 124.6
}


{
  "formula": "C7H13NO2SSi",
  "method": "the ωB97M-V functional and the def2-TZVPD basis",
  "elements": ["N", "C", "H", "C", "C", "H", "S", "H", "Si", "H", "H", "C", "O", "O", "C", "H", "C", "H", "H", "H", "H", "C", "H", "H", "H"],
  "xyz": [[-2.041, -0.149, -0.845], [-4.032, -0.650, 0.300], [-4.829, -1.172, 0.792], [-3.912, 0.673, 0.421], [-2.638, 1.046, -0.321], [0.476, -1.693, 0.645], [1.476, -0.530, -2.261], [1.137, 2.227, 0.311], [2.220, -0.029, -0.263], [4.770, 0.122, 0.017], [2.362, 2.390, -1.051], [2.183, 1.897, -0.070], [-2.442, -2.364, -0.592], [-2.071, 2.137, -0.295], [-2.823, -1.113, -0.486], [2.945, 2.398, 0.602], [3.979, -0.676, 0.156], [-4.389, 1.547, 0.917], [1.266, -0.550, 1.937], [-3.075, -3.006, -0.296], [3.968, -0.663, 1.224], [0.832, -0.629, 0.893], [0.197, 0.184, -2.220], [0.081, 0.105, 0.771], [4.361, -1.501, -0.285]],
  "homo_lumo_gap_ev": 7.51,
  "homo_energy_ev": -8.560,
  "max_force_ha_per_bohr": 0.08727,
  "relative_energy_kcal_mol": 0.0,
  "smiles": "O=C1C=CC(O)=N1.C[Si](C)(C)S"
}


{
  "formula": "C7H13NO4S",
  "method": "the ωB97M-V functional and the def2-TZVPD basis",
  "elements": ["C", "H", "H", "H", "H", "C", "S", "C", "O", "O", "C", "H", "O", "C", "H", "H", "H", "H", "H", "H", "H", "C", "H", "O", "C", "N"],
  "xyz": [[0.336, 1.848, -0.321], [1.280, 3.637, 0.078], [-0.646, 3.684, -0.075], [1.799, -1.884, 0.926], [-0.006, -0.406, 1.397], [2.084, -0.820, 1.006], [-2.345, -0.040, 0.081], [0.147, -0.236, -0.666], [-1.158, -0.947, -0.459], [0.858, 1.377, 0.845], [0.744, 0.004, 0.770], [1.876, -1.561, -1.362], [-1.841, 1.061, 0.808], [0.349, 3.397, -0.417], [0.027, -1.788, -1.975], [-4.165, -0.658, 1.223], [2.388, -0.458, 1.932], [1.238, -0.599, -2.579], [0.364, 3.637, -1.459], [-2.734, -1.265, 2.034], [2.728, -0.439, 0.116], [0.926, -1.101, -1.696], [-3.281, -2.047, 0.443], [-3.321, 0.258, -0.951], [-3.218, -1.129, 1.136], [-0.139, 1.048, -1.174]],
  "homo_lumo_gap_ev": 10.42,
  "homo_energy_ev": -9.776,
  "max_force_ha_per_bohr": 0.08738,
  "relative_energy_kcal_mol": 54.8,
  "smiles": "CC1=N[C@](C)(OS(C)(=O)=O)[C@@H](C)O1"
}


{
  "formula": "C7H13NO4S2",
  "method": "the ωB97M-V functional and the def2-TZVPD basis",
  "elements": ["H", "H", "H", "H", "C", "O", "H", "H", "H", "C", "C", "C", "H", "C", "H", "H", "C", "H", "O", "S", "C", "N", "H", "O", "O", "S", "H"],
  "xyz": [[-3.814, 1.966, -0.645], [-1.123, 1.582, -1.928], [0.494, 2.305, -1.670], [-0.305, -2.798, 0.093], [2.301, 1.135, 1.135], [3.634, -0.837, 0.037], [0.400, -0.117, -2.673], [-2.890, -0.732, 1.775], [-1.095, -0.899, 1.417], [-1.327, -3.119, -0.012], [-2.112, -1.121, 1.141], [3.448, 1.737, 1.339], [-1.504, -4.078, -0.465], [-0.184, 1.503, -1.363], [1.332, 1.450, 1.474], [-0.028, -0.624, -1.012], [-2.333, -2.371, 0.484], [3.541, 2.653, 1.899], [-0.466, 1.693, 0.000], [2.296, -0.365, 0.168], [0.469, 0.143, -1.615], [-2.825, 1.857, -0.774], [-3.358, -2.702, 0.372], [1.296, -1.267, 0.658], [1.844, 0.155, -1.292], [-2.037, 1.551, 0.522], [4.344, 1.300, 0.934]],
  "homo_lumo_gap_ev": [7.42, 7.66],
  "homo_energy_ev": [-7.659, -7.767],
  "max_force_ha_per_bohr": 0.02822,
  "relative_energy_kcal_mol": 31.5
}


{
  "formula": "C7H13NS2",
  "method": "the ωB97M-V functional and the def2-TZVPD basis",
  "elements": ["H", "H", "H", "H", "C", "H", "H", "S", "H", "C", "H", "C", "H", "S", "H", "H", "C", "H", "H", "C", "C", "C", "N"],
  "xyz": [[1.315, -0.756, -2.648], [2.774, -2.082, 1.801], [-0.016, 3.703, -0.396], [-4.972, -1.417, -0.627], [1.079, 0.280, -0.891], [0.901, 0.881, -2.986], [-5.391, -1.384, 1.363], [1.325, 1.819, -0.095], [-0.963, 2.452, 0.547], [-0.240, 2.652, -0.408], [-2.829, -0.771, -1.228], [-4.655, -1.219, 0.442], [-0.700, 2.411, -1.394], [2.291, -1.008, -0.245], [-0.247, -0.180, -2.491], [-0.715, -0.429, 1.061], [0.739, 0.062, -2.317], [1.216, -0.981, 1.781], [2.744, -0.256, 1.898], [2.255, -1.134, 1.540], [-2.603, -0.553, -0.159], [-1.285, -0.483, 0.120], [-3.497, -0.810, 0.857]],
  "homo_lumo_gap_ev": [8.74, 7.05],
  "homo_energy_ev": [-8.617, -7.014],
  "max_force_ha_per_bohr": 0.07582,
  "relative_energy_kcal_mol": 106.7
}